Record 1
20
Properties=species:S:1:pos:R:3:forces:R:3:mulliken_charge:R:1 method="wB97M-V/def2-TZVPD" relative_energy_kj_mol=253.2 lumo_energy_ev=0.73 smiles="[H]/N=C(/N)NC.CC(=O)O" e_homo_ha=-0.3463 homo_lumo_gap_ev=10.15
C -0.363 -1.325 -1.726 -0.9266 2.2594 -1.5322 -0.63
C -0.277 -2.279 0.431 3.7829 1.0432 2.7314 0.36
N 1.183 -2.644 0.259 -2.6812 -2.8307 -2.1448 -0.53
N -1.043 -2.160 -0.725 -0.2609 -2.0280 -1.0756 -0.32
N -0.455 -1.899 1.644 -1.0807 -0.4092 -0.7745 -0.67
H 1.259 -3.724 0.353 0.3269 2.7970 0.0916 0.24
H 1.705 -2.086 0.883 0.6455 -0.1532 1.1944 0.25
H -1.082 -3.145 -1.136 -0.2691 1.6812 0.5732 0.30
H -1.386 -1.591 1.940 -0.0440 0.0839 -0.7793 0.27
H -0.277 0.636 0.877 0.1718 2.1822 -0.3623 0.36
H -1.113 -0.828 -2.399 -0.0019 -1.3941 0.1110 0.33
H 0.411 -1.788 -2.371 -0.2857 0.2249 0.8501 0.27
H -0.078 -0.311 -1.359 0.7643 -1.1584 0.7006 0.15
C 0.627 3.813 0.531 -1.2439 1.4057 1.2887 -0.93
C -0.228 2.654 0.263 -1.7019 -2.1661 0.3535 0.68
O -1.286 2.724 -0.317 0.7323 -0.2593 -0.0846 -0.55
O 0.175 1.538 0.952 0.4110 -0.9485 -0.0725 -0.44
H 0.300 4.564 -0.176 0.1180 0.2992 0.0145 0.32
H 1.689 3.724 0.513 0.6026 -0.4832 0.1863 0.34
H 0.239 4.126 1.564 0.9408 -0.1460 -1.2698 0.23



Record 2
20
Properties=species:S:1:pos:R:3:forces:R:3:mulliken_charge:R:1 method="wB97M-V/def2-TZVPD" relative_energy_kj_mol=98.7 lumo_energy_ev=0.65 smiles="[H]/N=C(/N)NC.CC(=O)O" e_homo_ha=-0.3412 homo_lumo_gap_ev=9.94
C 2.763 0.206 2.342 -1.2071 0.5570 1.4260 -0.97
C 0.739 -0.253 1.028 -0.6004 -0.2082 1.8365 0.64
N 1.263 -0.801 0.017 0.2811 -0.1412 -1.2935 -0.61
N 1.314 -0.039 2.260 1.3151 -0.4216 -1.0001 -0.22
N -0.614 0.083 0.985 -0.2517 0.7981 -0.8642 -0.47
H 2.198 -1.181 0.125 -0.1956 0.2555 0.2616 0.18
H -0.010 -0.900 -1.655 -0.0258 -0.3926 0.1137 0.39
H 0.764 0.162 3.069 -0.2778 0.1943 -0.0674 0.23
H -0.919 0.838 1.582 0.3867 -0.0926 0.5374 0.28
H -0.774 0.451 0.055 -0.4153 -0.5752 -0.2303 0.04
H 2.814 1.123 2.931 0.5577 0.2419 -0.2048 0.30
H 3.185 0.381 1.361 0.0976 -0.1898 -0.0350 0.40
H 3.284 -0.529 2.953 0.1595 -0.3859 -0.4900 0.25
C -2.668 0.538 -2.601 -0.0861 0.2458 -2.8652 -0.94
C -1.901 -0.630 -2.073 0.5463 0.1022 0.6755 0.61
O -0.583 -0.528 -2.358 -0.0355 0.6129 -0.0665 -0.49
O -2.354 -1.506 -1.392 -0.2614 -0.1939 -0.0023 -0.52
H -3.654 0.288 -3.005 -0.3694 -0.0602 1.3421 0.32
H -2.267 0.833 -3.587 0.7214 -0.0845 0.4123 0.33
H -2.580 1.462 -2.037 -0.3391 -0.2621 0.5143 0.25



Repeat the first record exactly.
20
Properties=species:S:1:pos:R:3:forces:R:3:mulliken_charge:R:1 method="wB97M-V/def2-TZVPD" relative_energy_kj_mol=253.2 lumo_energy_ev=0.73 smiles="[H]/N=C(/N)NC.CC(=O)O" e_homo_ha=-0.3463 homo_lumo_gap_ev=10.15
C -0.363 -1.325 -1.726 -0.9266 2.2594 -1.5322 -0.63
C -0.277 -2.279 0.431 3.7829 1.0432 2.7314 0.36
N 1.183 -2.644 0.259 -2.6812 -2.8307 -2.1448 -0.53
N -1.043 -2.160 -0.725 -0.2609 -2.0280 -1.0756 -0.32
N -0.455 -1.899 1.644 -1.0807 -0.4092 -0.7745 -0.67
H 1.259 -3.724 0.353 0.3269 2.7970 0.0916 0.24
H 1.705 -2.086 0.883 0.6455 -0.1532 1.1944 0.25
H -1.082 -3.145 -1.136 -0.2691 1.6812 0.5732 0.30
H -1.386 -1.591 1.940 -0.0440 0.0839 -0.7793 0.27
H -0.277 0.636 0.877 0.1718 2.1822 -0.3623 0.36
H -1.113 -0.828 -2.399 -0.0019 -1.3941 0.1110 0.33
H 0.411 -1.788 -2.371 -0.2857 0.2249 0.8501 0.27
H -0.078 -0.311 -1.359 0.7643 -1.1584 0.7006 0.15
C 0.627 3.813 0.531 -1.2439 1.4057 1.2887 -0.93
C -0.228 2.654 0.263 -1.7019 -2.1661 0.3535 0.68
O -1.286 2.724 -0.317 0.7323 -0.2593 -0.0846 -0.55
O 0.175 1.538 0.952 0.4110 -0.9485 -0.0725 -0.44
H 0.300 4.564 -0.176 0.1180 0.2992 0.0145 0.32
H 1.689 3.724 0.513 0.6026 -0.4832 0.1863 0.34
H 0.239 4.126 1.564 0.9408 -0.1460 -1.2698 0.23